1.
Formula: C4H6S2
Source: the Open Molecules 2025 dataset
Level of theory: ωB97M-V/def2-TZVPD

Element x y z (Å)
S -1.2340 -1.1234 -0.7038
S 1.6199 -1.0625 -0.4002
C 1.3341 0.6980 -0.5305
C 0.1085 -1.6123 0.3949
C -1.1789 0.5770 -0.0573
C 0.1724 1.3071 -0.1620
H -1.4996 0.5043 0.9700
H -0.0305 -1.2071 1.3528
H 2.2077 1.2034 -0.8581
H 0.2536 2.3235 0.1532
H -1.9170 1.1066 -0.6000
H 0.1639 -2.7147 0.4409

Calculated values
HOMO	-7.98	eV
gap between HOMO and LUMO	8.8282	eV
structure (SMILES)	C1=CSCSC1

Here are the Löwdin charges for atoms 1 to 6, given in e: 0.793 0.801 -0.422 -0.796 -0.494 -0.195

***

2.
Formula: C3H2O3
Source: the Open Molecules 2025 dataset
Level of theory: ωB97M-V/def2-TZVPD

Element x y z (Å)
O -1.7367 -0.4678 0.2396
O 1.5702 -0.4333 -0.3774
O 2.8080 -0.0776 0.3123
C -0.6259 0.0997 0.8243
C 0.3532 -0.5465 -0.0581
C -0.8627 -0.0993 -0.6805
H -0.9826 0.5089 -1.6598
H -0.5234 1.0159 1.3996

Calculated values
HOMO (alpha / beta)	-8.75 / -8.75	eV
gap between HOMO and LUMO (alpha / beta)	8.3187 / 8.3197	eV

Here are the Löwdin charges for atoms 1 to 6, given in e: 0.079 -0.074 -0.182 0.013 -0.122 -0.090

***

3.
Formula: C5H14N2O
Source: the Open Molecules 2025 dataset
Level of theory: ωB97M-V/def2-TZVPD

Element x y z (Å)
O -3.3575 3.5975 -2.3797
N 0.0994 1.0340 0.8133
N 0.1079 -3.5063 0.7138
C 0.6226 1.3453 1.9286
C 0.0565 -2.0614 0.1083
C 1.2942 -1.2476 0.4866
C 1.3657 0.6127 -1.2130
C 0.9293 0.1460 -0.0522
H 0.6772 -4.1990 0.2236
H 1.4371 0.7736 2.3537
H 2.2473 -1.5111 0.0252
H 1.0890 1.5896 -1.6120
H -4.3197 3.5813 -2.2413
H 2.1622 0.1757 -1.7980
H -0.6172 1.5882 0.3412
H 1.5382 -1.1921 1.5499
H -3.0529 4.5035 -2.5617
H 0.5594 -3.5546 1.6304
H -0.8899 -3.6937 0.8124
H -0.9018 -1.6257 0.4046
H 0.2208 1.8674 2.8070
H -0.0618 -2.1926 -0.9732

Calculated values
total charge	+2
HOMO	-15.81	eV
gap between HOMO and LUMO	7.1293	eV

Here are the Löwdin charges for atoms 1 to 6, given in e: -0.090 0.136 0.218 0.208 -0.090 -0.114

***

4.
Formula: C2H4N4O
Source: the Open Molecules 2025 dataset
Level of theory: ωB97M-V/def2-TZVPD

Element x y z (Å)
O -2.4119 -0.5018 -0.0190
N 2.1513 -0.8723 -0.0210
N 0.6333 0.9400 0.0874
N -0.1298 -1.2750 0.1719
N -0.7312 0.9979 -0.0358
C 1.0365 -0.3611 0.0498
C -1.0623 -0.4027 0.0483
H -1.0240 1.6772 0.7633
H 1.2239 1.5446 -0.6063
H -2.6289 -1.5768 -0.3919
H 2.9431 -0.1701 -0.0468

Calculated values
HOMO	-8.82	eV
gap between HOMO and LUMO	9.1731	eV
structure (SMILES)	[H]/N=c1/nc(O)[nH][nH]1

Here are the Löwdin charges for atoms 1 to 6, given in e: 0.016 0.116 -0.022 0.198 0.027 -0.553

***

5.
Formula: C5H8O2
Source: the Open Molecules 2025 dataset
Level of theory: ωB97M-V/def2-TZVPD

Element x y z (Å)
O -0.5646 0.9301 -1.1055
O 0.3307 -1.5414 0.1272
C 1.0586 -0.7982 -0.7622
C -1.4373 0.1887 -0.2998
C 0.6477 0.3351 -1.3277
C -1.2069 0.1362 1.1858
C -0.9761 -1.0837 0.3362
H -0.3103 0.6389 1.5415
H 2.0336 -1.2251 -0.9593
H -2.0578 0.1655 1.8606
H -2.4525 0.2423 -0.6811
H 1.2651 0.8970 -2.0168
H 2.8789 1.7314 1.0707
H -1.6697 -1.9166 0.3997
H 2.4605 1.2999 0.6309

Calculated values
HOMO	-8.25	eV
gap between HOMO and LUMO	9.3030	eV
structure (SMILES)	C1=CO[C@@H]2C[C@@H]2O1.[H][H]

Here are the Löwdin charges for atoms 1 to 6, given in e: -0.032 -0.031 -0.137 -0.238 -0.141 -0.005

***

6.
Formula: C5H10O2
Source: the Open Molecules 2025 dataset
Level of theory: ωB97M-V/def2-TZVPD

Element x y z (Å)
O -1.3252 -0.9597 0.0479
O 0.2366 1.0682 -0.1520
C 1.4933 -0.9886 0.6209
C -0.6761 0.8712 -1.2942
C -0.5742 -0.6516 -1.0138
C 0.8529 -0.2421 -0.5139
C -0.9472 0.7568 1.3607
H -0.6358 -1.3406 -1.8737
H -0.5554 1.7392 1.6194
H 0.7214 -1.5599 1.1452
H -0.5981 -0.0421 2.0002
H -2.0081 0.7285 1.1568
H -0.1598 1.2314 -2.1890
H -1.6309 1.3785 -1.1413
H 1.5602 0.0009 -1.3143
H 2.2451 -1.6801 0.2273
H 2.0014 -0.3100 1.3139

Calculated values
HOMO (alpha / beta)	-8.21 / -8.21	eV
gap between HOMO and LUMO (alpha / beta)	8.5000 / 8.5009	eV

Here are the Löwdin charges for atoms 1 to 6, given in e: -0.204 -0.160 -0.036 -0.079 -0.422 -0.270

***

7.
Formula: C8H5Cl2N
Source: the Open Molecules 2025 dataset
Level of theory: ωB97M-V/def2-TZVPD

Element x y z (Å)
Cl 3.4960 -0.4766 -1.3574
Cl 3.4489 0.8014 1.1401
N 1.4273 -1.2906 0.6588
C -2.1351 0.3819 -0.2117
C -2.0807 -0.9744 0.3089
C 0.2445 0.4738 -0.3223
C 2.4951 0.1788 -0.1263
C -0.9601 -1.4095 0.8711
C 1.4264 1.0309 -0.5984
C -1.0454 1.0753 -0.5322
C 0.3218 -0.7475 0.4333
H -1.2474 2.1886 -0.8186
H -2.9679 -1.4607 0.5105
H -1.0095 -2.3246 1.4657
H -3.1875 0.7225 -0.2957
H 1.7735 1.8308 -1.1257

Calculated values
HOMO	-8.67	eV
gap between HOMO and LUMO	7.8691	eV

Here are the Löwdin charges for atoms 1 to 6, given in e: 0.655 0.669 0.204 -0.086 -0.084 -0.193

***

8.
Formula: C6H10O
Source: the Open Molecules 2025 dataset
Level of theory: ωB97M-V/def2-TZVPD

Element x y z (Å)
O 0.7175 -1.5438 -0.7025
C 1.2142 0.8463 -1.0878
C -1.0988 -0.3654 0.1085
C -2.0675 0.5463 0.0830
C -0.6270 -1.4039 -0.6366
C 0.1639 -0.0744 1.5134
C 1.3492 -0.4219 -0.2953
H -0.7320 -0.0485 2.1438
H 0.7759 -0.8700 1.9337
H 0.5841 1.6042 -0.6115
H 2.3385 -0.6655 0.0757
H 2.1976 1.2860 -1.2614
H 0.7439 0.6273 -2.0504
H -2.3642 1.0845 0.9757
H 0.6268 0.9054 1.6364
H -1.1925 -2.2459 -1.0020
H -2.6294 0.7392 -0.8226

Calculated values
HOMO (alpha / beta)	-7.21 / -7.21	eV
gap between HOMO and LUMO (alpha / beta)	7.8228 / 7.8221	eV

Here are the Löwdin charges for atoms 1 to 6, given in e: -0.049 -0.069 -0.281 0.017 -0.124 -0.040

***

9.
Formula: C9H9N3O2
Source: the Open Molecules 2025 dataset
Level of theory: ωB97M-V/def2-TZVPD

Element x y z (Å)
O -1.7263 2.4470 0.0024
O 0.2926 -1.6296 -0.6341
N -3.1607 0.6015 -0.2336
N -0.8852 0.3902 -0.5394
N 1.5300 1.6776 -0.1763
C 1.7475 -0.2844 1.2751
C -0.7724 -1.0764 -0.4506
C 2.3425 1.0571 -1.1114
C 2.8765 -0.1811 -0.7967
C -1.9298 1.2355 -0.2018
C 2.6805 -0.8071 0.4125
C -2.0991 -1.7001 -0.0995
C -3.1555 -0.7929 0.0605
C 1.2595 1.0523 0.9945
H -2.2775 -2.7693 0.3529
H 2.5548 1.4791 -2.0377
H -3.9989 1.1444 0.2106
H 3.1840 -1.7603 0.7339
H 0.8018 1.7704 1.7151
H -4.1911 -1.1724 0.2923
H 1.3618 -0.7155 2.2484
H 3.4598 -0.6583 -1.5692
H 0.1052 0.6924 -0.4477

Calculated values
HOMO	-9.35	eV
gap between HOMO and LUMO	9.8781	eV
structure (SMILES)	O=c1cc[nH]c(=O)[nH]1.c1ccncc1

Here are the Löwdin charges for atoms 1 to 6, given in e: 0.042 0.065 0.091 0.174 0.022 -0.074

***

Please write out number 2 again, unchanged.
Formula: C3H2O3
Source: the Open Molecules 2025 dataset
Level of theory: ωB97M-V/def2-TZVPD

Element x y z (Å)
O -1.7367 -0.4678 0.2396
O 1.5702 -0.4333 -0.3774
O 2.8080 -0.0776 0.3123
C -0.6259 0.0997 0.8243
C 0.3532 -0.5465 -0.0581
C -0.8627 -0.0993 -0.6805
H -0.9826 0.5089 -1.6598
H -0.5234 1.0159 1.3996

Calculated values
HOMO (alpha / beta)	-8.75 / -8.75	eV
gap between HOMO and LUMO (alpha / beta)	8.3187 / 8.3197	eV

Here are the Löwdin charges for atoms 1 to 6, given in e: 0.079 -0.074 -0.182 0.013 -0.122 -0.090

***

Q: Which formula does entry 6 have?
A: C5H10O2